Version 1
This record from the OMol25 dataset describes 10 unconnected molecules or ions with the total composition H20O10. The level of theory is ωB97M-V/def2-TZVPD.

Atoms and positions in Å:
O (-0.44053, 0.68551, 2.22776)
H (-1.26372, 0.73227, 2.70115)
H (0.10051, 1.36116, 2.65195)
O (-1.53848, 2.03687, 0.06742)
H (-1.38479, 1.70867, 0.94722)
H (-1.89764, 1.31152, -0.40872)
O (0.20643, -0.01720, -0.60776)
H (0.52302, -0.78570, -0.10446)
H (-0.01405, 0.61974, 0.08742)
O (2.04264, 2.51761, 0.64383)
H (1.76585, 2.61887, 1.56072)
H (2.28719, 1.55571, 0.46125)
O (2.77780, 1.41350, -2.29713)
H (3.26170, 1.28699, -3.09596)
H (2.08008, 0.68197, -2.35616)
O (0.58319, -2.28735, 0.56810)
H (-0.00460, -3.03009, 0.54072)
H (0.52425, -1.97243, 1.48900)
O (-2.71561, 0.19388, -1.99042)
H (-3.59764, -0.11255, -2.03784)
H (-2.20000, -0.60450, -1.97892)
O (-2.16390, -1.36424, 0.36761)
H (-2.88427, -1.05685, -0.18344)
H (-1.35638, -1.03703, -0.03601)
O (0.31351, -1.65332, 3.34579)
H (0.11375, -0.87481, 2.79805)
H (1.26440, -1.59401, 3.35045)
O (1.09646, -0.47271, -3.10624)
H (1.76943, -1.12083, -3.39604)
H (0.75140, -0.74066, -2.20935)

Calculated values
2S+1: 1
charge: 0
SMILES: O.O.O.O.O.O.O.O.O.O
HOMO level: -10.12 eV
HOMO-LUMO gap: 0.36024 hartree

***

Version 2
This record from the OMol25 dataset describes 10 unconnected molecules or ions with the total composition H20O10. The level of theory is ωB97M-V/def2-TZVPD.

Atoms and positions in Å:
O (-1.58244, -2.17804, -1.34407)
H (-2.14919, -2.80733, -1.30368)
H (-1.41294, -1.96303, -0.39143)
O (0.91226, 0.85601, -2.99853)
H (0.87576, 0.74246, -1.98084)
H (-0.00420, 1.03982, -3.41152)
O (-1.00719, -1.53033, 1.48162)
H (-0.54834, -1.77954, 2.17326)
H (-1.80644, -2.10904, 1.59815)
O (-2.11363, 2.66522, 0.02402)
H (-2.24986, 1.92212, -0.59762)
H (-2.91318, 2.76670, 0.53080)
O (-0.09915, 2.23961, 0.85938)
H (0.28253, 2.96900, 0.54678)
H (-0.93851, 2.26800, 0.57284)
O (2.89594, -1.29294, -1.03375)
H (2.48433, -0.56151, -0.81478)
H (2.71193, -1.46290, -1.98753)
O (0.57512, 0.91819, 3.32061)
H (1.44315, 1.05388, 3.66486)
H (0.91157, 1.35918, 2.46839)
O (2.78547, -2.13082, 1.61066)
H (3.72698, -2.29855, 1.85394)
H (2.76119, -1.77787, 0.72467)
O (0.75068, 0.18265, -0.33808)
H (0.40917, -0.63395, 0.06534)
H (0.37411, 0.93650, 0.15401)
O (-2.15201, 0.52979, -1.85845)
H (-3.11306, 0.47767, -1.79105)
H (-1.81005, -0.40095, -1.79799)

Calculated values
2S+1: 1
charge: 0
SMILES: O.O.O.O.O.O.O.O.O.O
HOMO level: -10.19 eV
HOMO-LUMO gap: 0.37214 hartree

***

Version 3
This record from the OMol25 dataset describes 10 unconnected molecules or ions with the total composition H20O10. The level of theory is ωB97M-V/def2-TZVPD.

Atoms and positions in Å:
O (6.30200, -11.52966, 3.45365)
H (7.01999, -12.00987, 3.02982)
H (5.80078, -12.21837, 3.94499)
O (6.84946, -12.74525, 7.45557)
H (6.73607, -12.60222, 8.40102)
H (5.96510, -12.95614, 7.12556)
O (0.66196, -15.13572, 5.75695)
H (0.82527, -16.07642, 5.63527)
H (1.47647, -14.70971, 5.46060)
O (2.11714, -12.09898, 5.99725)
H (1.67251, -11.30406, 6.31158)
H (1.48322, -12.80663, 6.16162)
O (8.74153, -14.82867, 4.00258)
H (8.39858, -14.82837, 4.90531)
H (9.24647, -15.64556, 3.92992)
O (5.09545, -13.62177, 4.79619)
H (4.13826, -13.71732, 4.80329)
H (5.43704, -14.53731, 4.77805)
O (3.99629, -17.08614, 6.89279)
H (4.71610, -16.81295, 6.29590)
H (3.59419, -17.84570, 6.46038)
O (4.10692, -16.12466, 2.17320)
H (3.72279, -17.00621, 2.07770)
H (3.40636, -15.57454, 2.58629)
O (5.67395, -16.34023, 4.63393)
H (5.01387, -16.48164, 3.92088)
H (6.35793, -16.99920, 4.46911)
O (2.67942, -14.15044, 3.46377)
H (2.60892, -13.20624, 3.68567)
H (1.87578, -14.33698, 2.95594)

Calculated values
2S+1: 1
charge: 0
SMILES: O.O.O.O.O.O.O.O.O.O
HOMO level: -9.94 eV
HOMO-LUMO gap: 0.35513 hartree

***

Relative energies, in kcal/mol, with the most stable structure set to zero: version 1 14.4; version 2 46.9; version 3 0.0.

***

Version 1
This record from the OMol25 dataset describes 10 unconnected molecules or ions with the total composition H20O10. The level of theory is ωB97M-V/def2-TZVPD.

Atoms and positions in Å:
H (-1.17894, 0.38263, -0.69791)
H (-0.20196, 1.37185, -0.53628)
H (0.30246, -2.25997, 2.78697)
H (-0.46357, -1.26555, 3.76332)
H (-1.53876, 2.88266, -1.28721)
H (-2.54070, 3.22827, -0.25419)
H (2.31533, -3.38270, -1.50792)
H (1.81433, -1.97734, -1.41292)
H (-0.97860, -3.50518, 1.24703)
H (-0.27998, -4.35261, 2.31633)
H (-0.99058, -1.82131, -3.22735)
H (0.20418, -2.48505, -2.54095)
H (0.57882, 1.02547, 2.36267)
H (0.95428, -0.50747, 2.05442)
H (2.67515, 3.87413, 0.37102)
H (1.15620, 3.73895, 0.30513)
H (1.40128, 2.50426, -4.30491)
H (1.40554, 1.23634, -3.59715)
H (-2.99146, 0.51769, 1.49558)
H (-2.88724, 0.76172, 2.89280)
O (-0.33393, 0.52628, -0.29221)
O (-0.03891, -2.18456, 3.66558)
O (-1.59906, 3.09017, -0.31560)
O (1.49358, -2.84480, -1.59343)
O (-0.07666, -3.81364, 1.54300)
O (-0.08327, -1.88074, -3.23493)
O (1.21812, 0.27345, 2.52952)
O (1.93834, 3.99420, -0.24359)
O (1.79727, 1.61513, -4.32299)
O (-3.07126, 1.25770, 2.03619)

Calculated values
2S+1: 1
charge: 0
SMILES: O.O.O.O.O.O.O.O.O.O
HOMO level: -10.96 eV
HOMO-LUMO gap: 0.39190 hartree

***

Version 2
This record from the OMol25 dataset describes 10 unconnected molecules or ions with the total composition H20O10. The level of theory is ωB97M-V/def2-TZVPD.

Atoms and positions in Å:
O (17.98922, -8.71520, -21.98911)
H (18.43130, -8.10128, -22.53116)
H (18.66416, -9.37560, -21.79232)
O (21.46319, -7.89353, -21.28356)
H (21.61942, -8.84622, -21.21735)
H (20.80584, -7.62515, -20.59596)
O (19.66332, -8.51667, -24.20029)
H (18.98886, -9.16838, -24.45030)
H (20.15580, -8.91329, -23.54486)
O (16.79756, -7.11269, -24.11577)
H (16.71745, -6.23227, -23.76857)
H (17.63448, -6.95617, -24.53561)
O (21.78894, -5.27541, -20.80194)
H (22.14039, -5.15092, -19.91335)
H (21.86213, -6.22203, -20.90997)
O (18.46646, -4.80450, -23.20034)
H (19.38515, -5.08176, -23.51045)
H (18.25963, -5.29200, -22.38452)
O (23.29715, -3.61603, -22.18275)
H (22.55592, -3.95761, -21.67724)
H (23.04165, -3.20630, -22.99117)
O (18.49901, -7.03799, -26.35055)
H (17.80016, -7.57253, -26.69798)
H (18.98546, -7.63759, -25.78886)
O (20.82628, -5.84954, -23.60416)
H (20.50222, -6.70151, -23.88231)
H (21.13315, -5.94120, -22.71202)
O (20.58106, -2.91749, -22.40247)
H (20.22492, -2.11025, -22.03318)
H (19.86571, -3.53545, -22.50862)

Calculated values
2S+1: 1
charge: 0
SMILES: O.O.O.O.O.O.O.O.O.O
HOMO level: -9.94 eV
HOMO-LUMO gap: 0.33825 hartree

***

Relative energies, in kcal/mol, with the most stable structure set to zero: version 1 23.6; version 2 0.0.